1.
C4H10N2O in the gas phase at a distorted geometry, computed with the ωB97M-V functional and the def2-TZVPD basis.

Each line ends with the Mulliken charge.
Cartesian coordinates (Å):
C -0.945 1.464 0.712  -1.5750
C 0.039 0.349 0.117  0.4601
C -0.234 -1.003 0.681  -0.6563
N 0.752 -1.289 1.760  -0.5869
N -0.005 0.502 -1.328  -0.1318
C 0.601 -0.053 -2.365  0.0043
O 1.501 -0.929 -2.317  -0.5802
H -1.802 1.693 0.221  0.5503
H -0.349 2.324 0.966  0.3133
H -1.421 1.006 1.628  0.3591
H 1.177 0.645 0.291  0.1774
H -1.197 -1.257 1.089  0.4389
H -0.114 -1.736 -0.114  0.2813
H 1.680 -1.508 1.329  0.2054
H 0.517 -1.995 2.351  0.2044
H -0.676 1.274 -1.627  0.2625
H 0.476 0.513 -3.396  0.2731

The calculation puts the strongest force on any atom at 4.92 eV/Å. For the highest occupied orbital energy, the calculation gives -9.3 eV. The calculation puts the HOMO-LUMO gap at 10.200 eV. Its relative energy (zero: lowest compared OMol25 entry of this formula, charge and spin) is 53.91 kcal per mole. Its total charge is 0. Its LUMO energy is 0.87 eV.

=====

2.
7 unconnected molecules or ions with the total composition C7H18Cl6N4O8 at a distorted geometry, computed with the ωB97M-V functional and the def2-TZVPD basis.

Each line ends with the Mulliken charge.
Cartesian coordinates (Å):
C 2.614 12.945 0.314  -0.5249
N 1.309 12.656 0.933  0.8963
O 0.737 13.563 1.493  -0.5447
O 0.863 11.538 0.778  -0.4953
H 2.511 12.844 -0.764  0.0941
H 3.389 12.251 0.624  0.2386
H 2.941 13.953 0.547  0.3373
C 4.354 7.168 -6.089  -0.7365
N 5.279 8.048 -5.323  0.8412
O 5.274 9.238 -5.574  -0.5023
O 5.983 7.517 -4.494  -0.5003
H 3.811 7.795 -6.791  0.3135
H 3.672 6.694 -5.394  0.2940
H 4.963 6.462 -6.642  0.2797
C 7.590 13.606 -5.634  -0.8484
N 6.235 13.031 -5.399  0.8883
O 5.414 13.181 -6.278  -0.5140
O 6.038 12.464 -4.344  -0.4602
H 7.433 14.598 -6.044  0.3117
H 8.079 12.967 -6.362  0.3052
H 8.106 13.634 -4.684  0.3325
C 7.383 12.020 1.925  -0.6448
N 8.566 11.876 1.030  0.8842
O 9.298 12.828 0.890  -0.5366
O 8.709 10.788 0.504  -0.4969
H 6.589 11.438 1.474  0.1918
H 7.123 13.072 1.970  0.2917
H 7.646 11.636 2.904  0.3020
Cl 1.590 15.694 -4.800  -0.1722
C 3.037 14.715 -4.558  0.1781
Cl 4.476 15.715 -4.315  -0.1691
H 2.909 14.055 -3.706  -0.0878
H 3.196 14.097 -5.436  0.2269
Cl 2.932 10.128 -1.752  -0.0648
C 4.389 10.829 -2.446  0.3065
Cl 5.656 11.066 -1.208  -0.1250
H 4.827 10.266 -3.260  0.1192
H 4.189 11.834 -2.794  -0.2071
Cl -0.569 6.802 -0.411  -0.1848
C 0.462 8.201 -0.072  0.0399
Cl 1.484 7.947 1.336  -0.1471
H 1.073 8.396 -0.944  0.0431
H -0.159 9.068 0.123  0.2471

The calculation puts the strongest force on any atom at 1.20 eV/Å. For the highest occupied orbital energy, the calculation gives -10.8 eV. The calculation puts the HOMO-LUMO gap at 10.693 eV. Its relative energy (zero: lowest compared OMol25 entry of this formula, charge and spin) is 1.61 kcal per mole. Its total charge is 0. Its LUMO energy is -0.07 eV.

=====

3.
4 unconnected molecules or ions with the total composition C13H24FIN4O3S at a distorted geometry, computed with the ωB97M-V functional and the def2-TZVPD basis.

Each line ends with the Mulliken charge.
Cartesian coordinates (Å):
O 2.018 -1.503 1.877  -0.5248
S 0.493 -1.645 2.103  1.0255
O 0.017 -3.143 2.237  -0.5881
F 0.186 -0.952 3.680  -0.3054
N -0.508 -0.750 0.988  0.3982
C 0.225 -0.331 -0.266  -1.0343
C 0.474 1.286 -0.171  0.1571
C 0.853 1.847 1.322  -0.9315
I -0.863 2.587 2.485  0.0492
C -1.815 -1.452 0.689  -0.9269
C -3.010 -0.451 0.132  -0.1806
C -3.964 0.052 1.372  -0.6430
C -5.295 0.799 0.734  -0.2059
O -6.191 1.108 1.883  -0.5148
H 1.169 -0.969 -0.531  0.4241
H -0.541 -0.497 -1.167  0.3410
H -0.531 1.823 -0.524  0.1842
H 1.299 1.607 -0.955  -0.0019
H 1.559 2.795 1.158  0.3543
H 1.500 1.056 1.892  0.3708
H -1.615 -2.383 0.009  0.3633
H -2.215 -1.864 1.734  0.3904
H -2.535 0.448 -0.493  0.1514
H -3.658 -1.110 -0.608  0.3057
H -4.299 -0.909 1.955  0.3054
H -3.308 0.789 2.025  0.1531
H -5.789 0.062 -0.048  0.2374
H -5.022 1.775 0.149  0.2262
H -5.595 0.982 2.696  0.3392
C 0.536 -6.166 0.449  -0.3244
C -0.401 -6.364 -0.732  0.3146
N -1.177 -6.528 -1.712  -0.4349
H 0.362 -5.186 0.902  -0.0375
H 0.358 -6.942 1.199  0.2555
H 1.575 -6.225 0.115  0.2563
C 2.817 4.806 -1.549  -0.5442
C 1.360 4.434 -1.769  0.4426
N 0.151 4.125 -1.951  -0.5089
H 2.963 5.150 -0.522  0.3071
H 3.455 3.936 -1.727  -0.0213
H 3.106 5.606 -2.237  0.3228
C 5.759 1.164 -2.629  -0.7670
C 4.469 1.793 -3.129  0.4925
N 3.399 2.316 -3.544  -0.5006
H 5.543 0.466 -1.816  0.2550
H 6.249 0.621 -3.443  0.3020
H 6.435 1.941 -2.262  0.2711

The calculation puts the strongest force on any atom at 10.11 eV/Å. For the highest occupied orbital energy, the calculation gives -9.5 eV. The calculation puts the HOMO-LUMO gap at 9.001 eV. Its relative energy (zero: lowest compared OMol25 entry of this formula, charge and spin) is 162.64 kcal per mole. Its total charge is 0. Its LUMO energy is -0.48 eV.

=====

4.
C16H13Cl2FN2O3 in the gas phase, computed with the ωB97M-V functional and the def2-TZVPD basis.

Each line ends with the Mulliken charge.
Cartesian coordinates (Å):
C -5.771 -0.772 1.404  -0.6473
O -4.655 -1.096 0.585  -0.3835
C -3.757 -0.103 0.417  0.7752
O -3.855 0.996 0.896  -0.5805
N -2.742 -0.567 -0.377  0.0206
N -1.627 0.054 -0.820  -0.6248
C -1.362 1.273 -0.556  -0.5874
C -0.191 1.929 -1.123  1.2447
C -0.377 3.276 -1.462  -1.1206
C 0.586 3.983 -2.148  0.2204
Cl 0.312 5.633 -2.567  -0.2195
C 1.777 3.372 -2.518  -0.6602
C 1.990 2.065 -2.137  0.5962
Cl 3.480 1.305 -2.544  -0.2033
C 1.042 1.317 -1.413  -0.1181
O 1.455 0.084 -1.059  -0.4722
C 0.954 -0.553 0.093  -0.2297
C 2.008 -1.463 0.669  0.0402
C 3.349 -1.382 0.324  -0.1495
C 4.276 -2.240 0.892  -0.7454
C 3.878 -3.190 1.817  -0.3277
C 2.545 -3.289 2.177  -0.6899
C 1.636 -2.427 1.597  0.3234
F 0.329 -2.524 1.945  -0.3062
H -6.338 0.051 0.966  0.2920
H -5.438 -0.481 2.402  0.2948
H -6.378 -1.673 1.450  0.2244
H -2.814 -1.526 -0.691  0.3214
H -2.032 1.917 0.007  0.5796
H -1.311 3.751 -1.208  0.4315
H 2.531 3.911 -3.069  0.4457
H 0.660 0.191 0.848  0.3591
H 0.060 -1.138 -0.160  0.3301
H 3.657 -0.646 -0.400  0.3406
H 5.315 -2.164 0.610  0.4059
H 4.602 -3.857 2.260  0.3771
H 2.204 -4.020 2.893  0.4430

The calculation puts the strongest force on any atom at 0.84 eV/Å. For the highest occupied orbital energy, the calculation gives -8.6 eV. The calculation puts the HOMO-LUMO gap at 8.919 eV. Its relative energy (zero: lowest compared OMol25 entry of this formula, charge and spin) is 2.48 kcal per mole. Its total charge is 0. Its LUMO energy is 0.27 eV.

=====

5.
A molecular structure, C8H29N2O6V at a distorted geometry, computed with the ωB97M-V functional and the def2-TZVPD basis.

Each line ends with the Mulliken charge.
Cartesian coordinates (Å):
V -0.049 -0.252 -0.502  0.6164
O 1.369 0.143 -1.954  -0.7970
H 1.413 0.285 -2.920  0.1153
C -1.274 3.207 -1.633  -1.5082
C -1.993 2.255 -0.601  0.2427
C -3.502 2.580 -0.437  -0.9367
O -4.054 2.568 -1.762  -0.2859
C -5.470 2.896 -1.823  -0.7905
N -1.831 0.908 -1.126  -0.0113
H -1.656 3.078 -2.646  0.3501
H -0.209 3.002 -1.734  0.3894
H -1.487 4.224 -1.303  0.4180
H -1.402 2.439 0.296  0.1552
H -3.563 3.512 0.125  0.5133
H -3.885 1.731 0.128  0.4150
H -5.650 3.811 -1.258  0.3288
H -6.013 2.072 -1.360  0.2939
H -5.786 3.172 -2.829  0.2542
H -1.890 1.007 -2.129  0.3032
H -2.713 0.436 -0.989  0.2646
C 1.853 -1.460 2.361  -1.4517
C 2.459 -1.533 0.993  0.5519
C 3.722 -2.387 0.855  -0.9657
O 4.589 -2.104 1.918  -0.3141
C 5.737 -2.956 1.978  -0.7511
N 1.273 -1.980 0.140  -0.2935
H 0.940 -0.895 2.550  0.2133
H 2.610 -1.022 3.012  0.4332
H 1.734 -2.455 2.789  0.4586
H 2.650 -0.500 0.701  0.0259
H 4.212 -2.208 -0.102  0.4868
H 3.535 -3.461 0.864  0.4249
H 6.303 -2.472 1.181  0.3337
H 5.583 -3.997 1.694  0.3037
H 6.210 -2.935 2.959  0.2333
H 0.966 -2.777 0.679  0.3261
H 1.775 -2.386 -0.637  0.2845
O -1.071 -1.848 -1.561  -0.4101
H -2.002 -2.069 -1.566  0.2517
H -0.677 -2.452 -2.191  0.2586
O -1.504 -0.892 1.020  -0.3471
H -1.482 -0.663 1.949  0.2399
H -2.163 -1.583 0.958  0.2247
O 0.658 1.134 0.991  -0.3962
H 0.206 1.316 1.815  0.2717
H 1.529 1.511 1.106  0.2764

The calculation puts the strongest force on any atom at 2.60 eV/Å. For the highest occupied orbital energy (alpha / beta), the calculation gives -9.7 / -11.3 eV. The calculation puts the HOMO-LUMO gap (alpha / beta) at 6.490 / 8.080 eV. Its relative energy (zero: lowest compared OMol25 entry of this formula, charge and spin) is 29.07 kcal per mole. Its spin multiplicity is 4. Its total charge is +1. Its LUMO energy (alpha / beta) is -3.23 / -3.23 eV.

=====

6.
C5H8O in the gas phase, computed with the ωB97M-V functional and the def2-TZVPD basis.

Each line ends with the Mulliken charge.
Cartesian coordinates (Å):
C 1.837 0.213 0.651  -0.3092
O 1.707 1.482 0.415  -0.7050
C 0.391 -0.295 0.159  0.6056
C -0.868 -0.330 0.798  -0.6752
C -1.638 0.145 -0.395  -0.4101
C -0.277 0.134 -1.152  -0.6861
H 1.912 -0.129 1.713  0.2258
H 2.591 -0.368 0.068  0.2368
H -1.148 -0.642 1.804  0.4258
H 0.086 -1.423 0.353  0.1690
H -2.020 1.160 -0.226  0.2584
H -2.454 -0.485 -0.762  0.2894
H 0.090 1.115 -1.448  0.3106
H -0.207 -0.578 -1.978  0.2640

The calculation puts the strongest force on any atom at 0.62 eV/Å. For the highest occupied orbital energy, the calculation gives -7.8 eV. The calculation puts the HOMO-LUMO gap at 7.237 eV. Its relative energy (zero: lowest compared OMol25 entry of this formula, charge and spin) is 130.58 kcal per mole. Its total charge is 0. Its LUMO energy is -0.55 eV.

=====

7.
C5H13NO2Si in the gas phase at a distorted geometry, computed with the ωB97M-V functional and the def2-TZVPD basis.

Each line ends with the Mulliken charge.
Cartesian coordinates (Å):
C -3.253 -1.242 -0.148  -0.9944
C -2.031 -0.372 -0.240  0.1023
N -0.980 -0.830 0.237  -0.5332
Si 0.984 0.311 0.142  0.5214
C 1.170 0.418 2.018  -0.9115
O 1.257 1.572 -0.767  -0.2288
C 0.684 2.917 -0.890  -0.5657
O 2.219 -0.771 -0.291  -0.3594
C 1.773 -2.067 -0.798  -0.7007
H -2.896 -1.915 0.637  0.2717
H -3.614 -1.669 -1.005  0.3233
H -3.988 -0.659 0.420  0.2731
H -2.030 0.584 -0.758  0.2939
H 0.725 -0.500 2.459  0.2650
H 2.338 0.321 2.189  0.2774
H 0.735 1.338 2.419  0.3324
H 1.427 3.675 -0.353  0.2308
H -0.416 3.015 -0.487  0.2663
H 0.717 3.170 -1.954  0.2554
H 1.082 -2.567 -0.179  0.3545
H 2.725 -2.730 -0.879  0.2156
H 1.373 -1.999 -1.771  0.3106

The calculation puts the strongest force on any atom at 4.78 eV/Å. For the highest occupied orbital energy, the calculation gives -8.2 eV. The calculation puts the HOMO-LUMO gap at 8.817 eV. Its relative energy (zero: lowest compared OMol25 entry of this formula, charge and spin) is 49.31 kcal per mole. Its total charge is 0. Its LUMO energy is 0.64 eV.

=====

8.
A molecular structure, C4H5AgO2 at a distorted geometry, computed with the ωB97M-V functional and the def2-TZVPD basis.

Each line ends with the Mulliken charge.
Cartesian coordinates (Å):
H -0.218 1.621 1.642  0.3118
C 0.228 1.021 0.685  -0.8303
C 0.526 0.085 1.592  0.8013
O 0.455 -1.014 2.029  -0.1676
Ag 1.153 -2.326 3.594  0.3441
H 1.047 1.532 0.174  0.4978
O 0.562 -0.932 -2.317  -0.2119
C -0.195 -0.219 -1.673  0.6737
C -1.326 0.345 -1.343  -0.5784
H 1.397 -1.192 -1.867  0.4410
H -2.019 -0.212 -0.702  0.3481
H -1.610 1.291 -1.816  0.3705

The calculation puts the strongest force on any atom at 5.30 eV/Å. For the highest occupied orbital energy (alpha / beta), the calculation gives -14.8 / -18.4 eV. The calculation puts the HOMO-LUMO gap (alpha / beta) at 5.188 / 5.241 eV. Its relative energy (zero: lowest compared OMol25 entry of this formula, charge and spin) is 93.22 kcal per mole. Its spin multiplicity is 3. Its total charge is +2. Its LUMO energy (alpha / beta) is -9.63 / -13.16 eV.

=====

Q: Look up the strongest force on any atom of the sixth one.
A: 0.62 eV/Å

=====

Q: The lowest strongest force on any atom belongs to which entry?
A: C5H8O

=====

Please write out number 3 again, unchanged.
4 unconnected molecules or ions with the total composition C13H24FIN4O3S at a distorted geometry, computed with the ωB97M-V functional and the def2-TZVPD basis.

Each line ends with the Mulliken charge.
Cartesian coordinates (Å):
O 2.018 -1.503 1.877  -0.5248
S 0.493 -1.645 2.103  1.0255
O 0.017 -3.143 2.237  -0.5881
F 0.186 -0.952 3.680  -0.3054
N -0.508 -0.750 0.988  0.3982
C 0.225 -0.331 -0.266  -1.0343
C 0.474 1.286 -0.171  0.1571
C 0.853 1.847 1.322  -0.9315
I -0.863 2.587 2.485  0.0492
C -1.815 -1.452 0.689  -0.9269
C -3.010 -0.451 0.132  -0.1806
C -3.964 0.052 1.372  -0.6430
C -5.295 0.799 0.734  -0.2059
O -6.191 1.108 1.883  -0.5148
H 1.169 -0.969 -0.531  0.4241
H -0.541 -0.497 -1.167  0.3410
H -0.531 1.823 -0.524  0.1842
H 1.299 1.607 -0.955  -0.0019
H 1.559 2.795 1.158  0.3543
H 1.500 1.056 1.892  0.3708
H -1.615 -2.383 0.009  0.3633
H -2.215 -1.864 1.734  0.3904
H -2.535 0.448 -0.493  0.1514
H -3.658 -1.110 -0.608  0.3057
H -4.299 -0.909 1.955  0.3054
H -3.308 0.789 2.025  0.1531
H -5.789 0.062 -0.048  0.2374
H -5.022 1.775 0.149  0.2262
H -5.595 0.982 2.696  0.3392
C 0.536 -6.166 0.449  -0.3244
C -0.401 -6.364 -0.732  0.3146
N -1.177 -6.528 -1.712  -0.4349
H 0.362 -5.186 0.902  -0.0375
H 0.358 -6.942 1.199  0.2555
H 1.575 -6.225 0.115  0.2563
C 2.817 4.806 -1.549  -0.5442
C 1.360 4.434 -1.769  0.4426
N 0.151 4.125 -1.951  -0.5089
H 2.963 5.150 -0.522  0.3071
H 3.455 3.936 -1.727  -0.0213
H 3.106 5.606 -2.237  0.3228
C 5.759 1.164 -2.629  -0.7670
C 4.469 1.793 -3.129  0.4925
N 3.399 2.316 -3.544  -0.5006
H 5.543 0.466 -1.816  0.2550
H 6.249 0.621 -3.443  0.3020
H 6.435 1.941 -2.262  0.2711

The calculation puts the strongest force on any atom at 10.11 eV/Å. For the highest occupied orbital energy, the calculation gives -9.5 eV. The calculation puts the HOMO-LUMO gap at 9.001 eV. Its relative energy (zero: lowest compared OMol25 entry of this formula, charge and spin) is 162.64 kcal per mole. Its total charge is 0. Its LUMO energy is -0.48 eV.